Record 1
C13H13ClN2O2Zr as an isolated structure at a distorted geometry. Source: the Open Molecules 2025 dataset; level of theory: ωB97M-V/def2-TZVPD.

Each line ends with the Mulliken charge.
Cartesian coordinates (Å):
Cl  -0.46  3.09  0.94  -0.31
C  -3.26  0.60  -0.58  -0.66
C  -2.46  -0.31  -1.35  -0.27
C  -1.37  0.45  -1.98  -0.90
H  -2.71  -1.37  -1.49  0.50
C  -1.57  1.85  -1.60  0.69
C  -2.73  1.92  -0.71  -0.09
H  -3.19  2.82  -0.30  0.45
H  -4.16  0.32  -0.02  0.51
H  -0.56  0.06  -2.63  0.54
C  -0.73  2.97  -2.10  -1.32
Zr  -0.96  0.58  0.22  1.02
C  -2.01  -1.02  1.60  0.34
C  -1.20  1.46  2.47  0.24
O  -2.42  -2.00  2.00  -0.07
O  -1.44  1.76  3.56  -0.13
H  0.27  2.61  -2.33  0.36
H  -0.54  3.76  -1.38  0.32
H  -1.13  3.44  -3.00  0.34
N  4.15  -2.91  0.97  -0.38
C  3.05  -2.19  0.80  1.25
C  2.16  -2.51  -0.23  -0.81
C  1.06  -1.70  -0.43  -0.30
N  0.88  -0.62  0.36  -0.32
C  1.75  -0.27  1.34  -0.31
C  2.85  -1.05  1.58  -0.82
H  4.31  -3.72  0.40  0.22
H  4.78  -2.67  1.71  0.22
H  2.33  -3.36  -0.87  0.39
H  0.29  -1.83  -1.19  0.44
H  1.46  0.65  1.86  0.48
H  3.55  -0.80  2.36  0.38

Values from the calculation:
highest occupied orbital energy	-0.5875	Ha
net charge	+2
E_tot	-34555.2866	eV
HOMO-LUMO gap	7.05	eV
LUMO	-8.939	eV
energy above the lowest of the compared OMol25 structures with the same formula, charge and spin	0.867	eV

=====

Record 2
One molecule with the formula C13H13FN2O3S at a distorted geometry. Source: the Open Molecules 2025 dataset; level of theory: ωB97M-V/def2-TZVPD.

Each line ends with the Mulliken charge.
Cartesian coordinates (Å):
C  -2.23  -4.07  -0.71  -1.04
C  -2.86  -3.06  0.23  -0.41
H  -3.84  -2.74  -0.14  0.33
H  -3.00  -3.50  1.22  0.35
O  -2.02  -1.94  0.48  -0.45
C  -1.78  -1.00  -0.45  -0.58
C  -2.43  -0.79  -1.66  0.68
C  -2.09  0.25  -2.51  -0.85
C  -1.08  1.12  -2.17  -0.61
C  -0.42  0.94  -0.96  0.41
C  -0.76  -0.10  -0.12  0.15
H  -0.26  -0.24  0.82  0.58
S  0.90  2.10  -0.60  1.17
O  2.03  1.75  -1.40  -0.62
O  0.37  3.42  -0.70  -0.65
N  1.26  1.88  1.02  -0.20
C  1.88  0.80  1.61  0.27
N  1.65  0.66  2.91  -0.59
C  2.23  -0.35  3.54  -0.36
C  3.05  -1.28  2.92  -0.38
C  3.27  -1.13  1.56  -0.64
C  2.69  -0.08  0.88  -0.05
H  2.84  0.09  -0.17  0.50
H  3.91  -1.83  1.03  0.41
H  3.49  -2.09  3.48  0.39
H  2.01  -0.41  4.60  0.40
H  0.72  2.45  1.65  0.29
H  -0.79  1.94  -2.80  0.42
H  -2.64  0.36  -3.44  0.43
F  -3.45  -1.59  -2.07  -0.33
H  -2.11  -3.66  -1.71  0.30
H  -1.25  -4.36  -0.34  0.31
H  -2.86  -4.95  -0.77  0.37

Values from the calculation:
SMILES string	CCOc1cc(S(=O)(=O)Nc2ccccn2)ccc1F
highest occupied orbital energy	-0.3339	Ha
net charge	0
E_tot	-36366.5672	eV
HOMO-LUMO gap	9.81	eV
LUMO	0.725	eV
energy above the lowest of the compared OMol25 structures with the same formula, charge and spin	0.000	eV

=====

Record 3
An isolated ion of composition C13H13N2 and charge +1 at a distorted geometry. Source: the Open Molecules 2025 dataset; level of theory: ωB97M-V/def2-TZVPD.

Each line ends with the Mulliken charge.
Cartesian coordinates (Å):
C  3.62  0.18  0.09  -0.60
C  2.54  -0.69  0.23  -0.27
C  3.33  1.54  -0.19  -0.26
C  1.23  -0.23  0.23  -0.02
C  1.08  1.16  0.05  -0.16
C  -3.12  1.41  -0.02  -0.81
C  -2.34  2.51  -0.23  -0.25
C  -0.26  1.63  0.05  0.78
C  -2.58  0.05  0.29  -0.29
C  -0.09  -1.00  0.13  1.96
C  -1.15  -0.02  0.32  -0.50
C  -0.38  -1.31  -1.39  -1.57
C  -0.05  -2.24  1.12  -1.59
N  2.10  2.02  -0.21  -0.57
N  -1.00  2.64  -0.25  -0.55
H  4.61  -0.20  0.37  0.40
H  2.75  -1.77  0.15  0.38
H  4.09  2.33  -0.23  0.43
H  -4.14  1.45  0.03  0.50
H  -2.80  3.37  -0.46  0.60
H  -2.97  -0.17  1.30  0.38
H  -2.95  -0.77  -0.35  0.43
H  0.69  -1.37  -1.95  0.36
H  -0.87  -0.58  -2.00  0.47
H  -0.87  -2.27  -1.28  0.48
H  0.33  -3.12  0.76  0.48
H  -1.15  -2.54  1.35  0.40
H  0.35  -1.99  2.12  0.37

Values from the calculation:
highest occupied orbital energy (spin up / spin down)	-0.4640 / -0.4640	Ha
net charge	+1
E_tot	-16660.4273	eV
HOMO-LUMO gap (spin up / spin down)	6.86 / 6.86	eV
LUMO (spin up / spin down)	-5.766 / -5.766	eV
energy above the lowest of the compared OMol25 structures with the same formula, charge and spin	4.367	eV

=====

Record 4
One molecule with the formula C13H13N3O9S at a distorted geometry. Source: the Open Molecules 2025 dataset; level of theory: ωB97M-V/def2-TZVPD.

Each line ends with the Mulliken charge.
Cartesian coordinates (Å):
O  2.22  -3.53  4.28  -0.61
O  -3.14  1.35  -8.25  -0.54
O  -1.74  3.02  -7.69  -0.53
N  -0.95  0.12  -1.81  -0.61
O  2.77  -3.78  2.12  -0.43
O  -1.51  1.94  -5.08  -0.36
O  0.31  1.17  4.94  -0.60
O  2.20  -0.97  5.33  -0.60
O  -0.42  1.77  2.40  -0.52
O  1.02  -1.53  1.79  -0.45
S  0.09  2.27  -0.74  -0.08
C  2.31  -3.08  3.16  0.32
C  -0.41  0.55  -0.71  0.68
C  -0.54  2.39  -2.36  -0.65
C  -2.19  -0.17  -4.47  -0.46
C  -2.53  0.06  -5.87  -0.28
C  -1.00  1.17  -2.75  0.20
C  -1.53  0.98  -4.07  0.45
C  -2.16  1.37  -6.15  -0.07
N  -0.24  -0.40  0.26  -0.21
N  -2.34  1.95  -7.44  0.87
C  0.96  0.47  3.83  -0.21
C  1.32  -0.97  4.18  0.08
C  -0.02  0.43  2.64  0.14
C  0.66  -0.22  1.42  -0.31
C  1.96  -1.62  2.89  0.02
H  2.91  -4.69  2.44  0.37
H  0.83  1.05  5.73  0.39
H  2.38  -1.89  5.64  0.37
H  -0.84  2.07  3.21  0.39
H  -0.40  3.22  -3.05  0.44
H  -2.40  -1.08  -3.89  0.46
H  -2.92  -0.66  -6.59  0.46
H  -0.41  -1.38  0.01  0.27
H  1.88  0.97  3.58  0.33
H  0.40  -1.51  4.44  0.28
H  -0.94  -0.12  2.90  0.14
H  1.56  0.32  1.15  0.49
H  2.85  -1.06  2.61  0.38

Values from the calculation:
SMILES string	O=C(O)[C@H]1O[C@@H](Nc2nc(-c3ccc([N+](=O)[O-])o3)cs2)[C@H](O)[C@@H](O)[C@@H]1O
highest occupied orbital energy	-0.3029	Ha
net charge	0
E_tot	-47420.5211	eV
HOMO-LUMO gap	7.35	eV
LUMO	-0.893	eV
energy above the lowest of the compared OMol25 structures with the same formula, charge and spin	0.000	eV

=====

Record 5
One molecule with the formula C13H13N5O3 at a distorted geometry. Source: the Open Molecules 2025 dataset; level of theory: ωB97M-V/def2-TZVPD.

Each line ends with the Mulliken charge.
Cartesian coordinates (Å):
C  5.65  0.72  -1.78  -1.43
C  4.62  0.06  -0.91  1.30
C  4.67  -1.31  -0.69  -0.94
C  3.73  -1.92  0.11  -1.07
C  2.72  -1.18  0.70  -0.81
C  2.67  0.19  0.49  0.93
C  3.61  0.82  -0.32  0.70
C  3.55  2.30  -0.55  -1.46
H  4.46  2.78  -0.19  0.32
H  3.45  2.52  -1.61  0.32
H  2.70  2.73  -0.03  0.35
O  1.72  1.02  1.05  -0.43
C  0.75  0.51  1.93  -1.13
C  -0.39  -0.13  1.20  0.87
N  -1.50  0.44  0.87  -0.52
C  -2.18  -0.56  0.22  0.63
N  -1.50  -1.67  0.16  -0.56
O  -0.34  -1.40  0.80  0.01
C  -3.49  -0.33  -0.32  0.26
N  -4.22  -1.18  -1.00  -0.50
O  -5.34  -0.57  -1.32  -0.04
N  -5.38  0.71  -0.86  -0.56
C  -4.24  0.90  -0.23  0.67
N  -3.88  2.01  0.43  -0.37
H  -4.41  2.84  0.30  0.24
H  -2.92  2.05  0.74  0.33
H  1.19  -0.21  2.64  0.42
H  0.36  1.37  2.47  0.38
H  1.99  -1.69  1.31  0.35
H  3.76  -2.99  0.28  0.38
H  5.45  -1.90  -1.14  0.33
H  6.20  1.48  -1.22  0.32
H  6.36  -0.02  -2.15  0.39
H  5.18  1.21  -2.63  0.32

Values from the calculation:
SMILES string	Cc1cccc(OCc2nc(-c3nonc3N)no2)c1C
highest occupied orbital energy	-0.3235	Ha
net charge	0
E_tot	-27281.7090	eV
HOMO-LUMO gap	8.92	eV
LUMO	0.118	eV
energy above the lowest of the compared OMol25 structures with the same formula, charge and spin	0.000	eV

=====

Record 6
One molecule with the formula C13H13NO4 at a distorted geometry. Source: the Open Molecules 2025 dataset; level of theory: ωB97M-V/def2-TZVPD.

Each line ends with the Mulliken charge.
Cartesian coordinates (Å):
C  2.32  -3.14  0.66  -1.03
C  2.53  -1.60  0.61  -0.27
O  1.47  -0.96  -0.16  -0.29
C  2.04  0.23  -0.69  -0.64
C  0.99  1.18  -1.35  -0.69
C  0.22  2.07  -0.35  0.07
C  -0.95  1.84  0.30  0.81
C  -1.86  0.59  0.23  0.69
C  -2.10  0.07  -1.07  -0.49
C  -2.91  -1.12  -1.23  -0.64
C  -3.40  -1.61  0.04  -0.40
C  -3.08  -0.92  1.24  -0.20
N  -2.30  0.17  1.44  -0.48
C  -1.19  3.09  1.17  0.23
O  -1.88  3.28  2.11  -0.46
O  -0.39  4.12  0.62  -0.28
C  0.73  3.48  0.09  -0.01
O  1.81  3.93  0.02  -0.48
H  2.93  -3.58  -0.17  0.26
H  1.25  -3.42  0.54  0.27
H  2.76  -3.53  1.61  0.32
H  2.55  -1.11  1.61  0.31
H  3.50  -1.34  0.11  0.33
H  2.66  0.81  0.04  0.43
H  2.76  -0.07  -1.51  0.36
H  1.57  1.88  -2.01  0.44
H  0.35  0.57  -2.02  0.27
H  -1.68  0.57  -1.96  0.48
H  -3.14  -1.63  -2.18  0.41
H  -4.04  -2.52  0.07  0.34
H  -3.53  -1.34  2.18  0.37

Values from the calculation:
SMILES string	CCOCCC1=C(c2ccccn2)C(=O)OC1=O
highest occupied orbital energy	-0.3512	Ha
net charge	0
E_tot	-23370.2090	eV
HOMO-LUMO gap	9.06	eV
LUMO	-0.494	eV
energy above the lowest of the compared OMol25 structures with the same formula, charge and spin	3.263	eV